Density functional theory data (wB97M-V/def2-TZVPD) for a cluster of 7 separate species, C15H20B2BrCl24NO5 in total in a non-equilibrium geometry.

Frontier orbital gap, eV: 9.094
Total energy, Ha: -14682.83177
HOMO level, eV: -9.22

CARTESIAN COORDINATES (ANGSTROEM)
C1 2.379 -1.355 -0.227
C2 1.205 -0.664 0.641
O1 0.898 0.597 0.008
B1 0.700 1.647 0.951
O2 1.562 1.949 2.059
C3 -0.654 2.556 0.757
O3 -1.617 1.949 -0.139
C4 -2.531 1.138 0.534
O4 -2.336 0.566 1.612
B2 -3.980 0.869 -0.198
O5 -3.881 0.350 -1.549
N1 -5.272 1.097 0.487
C5 -5.525 -0.166 1.265
C6 -6.374 1.346 -0.486
C7 -0.359 4.017 0.205
Br1 0.428 5.128 1.690
C8 0.691 4.083 -0.981
C9 0.375 3.122 -2.211
H1 2.761 -0.589 -0.981
H2 2.000 -2.227 -0.837
H3 3.282 -1.623 0.408
H4 0.312 -1.372 0.608
H5 1.502 -0.567 1.733
H6 2.396 2.238 1.633
H7 -1.065 2.692 1.816
H8 -3.206 -0.356 -1.457
H9 -6.593 -0.510 1.174
H10 -5.285 -0.084 2.363
H11 -4.846 -0.971 0.818
H12 -6.852 0.363 -0.817
H13 -5.955 1.896 -1.382
H14 -7.190 1.983 -0.019
H15 -1.306 4.546 -0.097
H16 1.764 3.934 -0.625
H17 0.656 5.151 -1.382
H18 -0.714 2.883 -2.361
H19 0.943 2.150 -2.016
H20 0.857 3.586 -3.132
C10 -1.595 -3.651 2.453
Cl1 -0.132 -4.285 1.671
Cl2 -2.468 -2.605 1.314
Cl3 -2.640 -4.999 2.938
Cl4 -1.137 -2.711 3.886
C11 -6.168 -6.228 1.297
Cl5 -5.288 -7.260 2.444
Cl6 -7.731 -5.765 1.998
Cl7 -5.215 -4.769 0.962
Cl8 -6.437 -7.119 -0.213
C12 5.380 1.582 -1.483
Cl9 6.079 0.083 -0.840
Cl10 4.549 1.239 -3.013
Cl11 4.219 2.245 -0.317
Cl12 6.672 2.763 -1.764
C13 4.683 -4.911 0.455
Cl13 4.959 -3.227 -0.023
Cl14 3.003 -5.092 0.997
Cl15 4.978 -5.979 -0.932
Cl16 5.785 -5.339 1.778
C14 7.410 -2.256 3.534
Cl17 8.196 -1.214 4.737
Cl18 8.473 -2.438 2.124
Cl19 7.096 -3.851 4.248
Cl20 5.875 -1.522 3.028
C15 0.457 5.191 -6.229
Cl21 1.753 4.376 -5.332
Cl22 1.164 6.210 -7.498
Cl23 -0.605 3.977 -6.968
Cl24 -0.486 6.202 -5.115